1.
Below is 2 unconnected molecules or ions with the total composition C4H12NOS, with properties calculated with ωB97M-V with the def2-TZVPD basis set.

```
19
Properties=species:S:1:pos:R:3
C -1.1220 0.7821 0.8765
N -0.5882 -0.2659 0.0244
C 0.7763 0.0491 -0.5449
C 1.3492 -1.1638 -1.2841
S 1.7831 -0.7701 -3.0060
C -1.2064 2.1719 0.2506
H -2.0907 0.4534 1.2663
H -0.5067 0.8436 1.7760
H -1.1857 -0.3081 -0.7988
H 1.3721 0.3277 0.3174
H 0.6502 0.8322 -1.2994
H 0.6251 -1.9834 -1.2153
H 2.2253 -1.5466 -0.7363
H -1.8681 2.1482 -0.6230
H -1.6506 2.9247 0.9159
H -0.2134 2.5215 -0.0145
H 1.2395 -2.2064 1.6752
H 0.0118 -2.1440 0.8465
O 0.3992 -2.6660 1.5736
```

Its frontier orbital gap is 5.976 eV. As for the charge: -1. The highest occupied orbital energy is -2.5 eV. The spin multiplicity is 1. For the total energy, the calculation gives -687.8042 Ha. For the energy above the lowest of the compared OMol25 structures with the same formula, charge and spin, the calculation gives 0.648 eV. Its largest force on an atom is 1.48 eV/A.

natural (NBO) population analysis, charges in e, atoms 1 to 5: -0.2124, -0.6507, -0.2555, -0.5476, -0.7124

2.
Below is a single C17H18ClN5O4S molecule, with properties calculated with ωB97M-V with the def2-TZVPD basis set.

```
46
Properties=species:S:1:pos:R:3
O 2.5997 -3.6848 -0.0690
C 3.5058 -3.1277 -0.6583
N 4.7335 -3.7510 -0.7095
C 5.1863 -4.8074 0.1963
C 5.5484 -4.2587 1.6096
O 6.3601 -3.0838 1.4635
N 3.3430 -1.9467 -1.3960
C 2.1531 -1.3010 -1.5180
N 2.0596 -0.1497 -2.1662
C 0.7220 0.2027 -2.1326
C 0.1657 1.3164 -2.7430
C -1.2050 1.5414 -2.6140
C -2.0047 0.5823 -1.9675
S -3.8337 0.7475 -1.9129
O -4.4378 -0.4963 -1.4517
O -4.3385 1.2517 -3.2133
N -4.0163 2.0021 -0.7732
C -4.0847 1.4888 0.6170
C -3.6564 2.6729 1.5415
C -4.4867 3.7585 1.6377
C -4.1775 4.8842 2.4382
C -2.9558 4.9002 3.0863
C -2.1169 3.7609 3.0387
C -2.4668 2.6512 2.2605
Cl -1.3519 1.3510 2.0884
C -1.4534 -0.5877 -1.4239
C -0.0733 -0.7267 -1.4676
N 0.8828 -1.6802 -1.0834
H 5.4334 -3.3763 -1.3094
H 4.4118 -5.5936 0.2502
H 6.0420 -5.2689 -0.2915
H 4.6341 -3.9456 2.1569
H 6.0912 -5.0413 2.1805
H 6.7001 -2.7804 2.3486
H 4.0860 -1.5514 -1.8992
H 0.8178 2.0504 -3.2208
H -1.5898 2.4222 -3.1002
H -3.1856 2.5842 -0.8814
H -3.4329 0.5930 0.7982
H -5.0989 1.2139 0.8886
H -5.4372 3.7557 1.0992
H -4.8692 5.7360 2.4231
H -2.7120 5.8098 3.7108
H -1.2079 3.7250 3.6171
H -2.0426 -1.3441 -0.9573
H 0.7591 -2.4987 -0.4912
```

Its frontier orbital gap is 8.910 eV. As for the charge: 0. The highest occupied orbital energy is -8.5 eV. The spin multiplicity is 1. For the total energy, the calculation gives -2091.7576 Ha. For the energy above the lowest of the compared OMol25 structures with the same formula, charge and spin, the calculation gives 0.218 eV. As for the SMILES: O=C(NCCO)Nc1nc2ccc(S(=O)(=O)NCc3ccccc3Cl)cc2[nH]1. Its largest force on an atom is 4.06 eV/A.

natural (NBO) population analysis, charges in e, atoms 1 to 5: -0.6591, 0.7964, -0.6176, -0.2335, -0.0764

3.
Below is a single C8H8FNO2 molecule, with properties calculated with ωB97M-V with the def2-TZVPD basis set.

```
20
Properties=species:S:1:pos:R:3
C 0.8845 -1.0775 2.5941
O 0.5135 -2.0759 1.4475
C -0.0735 -1.3089 0.4722
C 0.1905 0.1146 0.2910
C -0.3873 0.7793 -0.9014
C 0.0701 2.2458 -1.1824
N 1.3856 2.4192 -0.9178
O -0.5865 3.1051 -1.8235
C -1.5053 0.2077 -1.5806
C -1.6058 -1.2411 -1.2883
C -0.9492 -1.9391 -0.3541
F -1.0295 -3.2812 -0.0862
H -0.0376 -0.5342 3.0364
H 1.4454 -1.7209 3.3741
H 1.6293 -0.2013 2.1827
H 0.8095 0.5962 1.0256
H 1.8591 1.3460 -0.7228
H 1.9516 3.1861 -1.3596
H -2.0328 0.8079 -2.3233
H -2.5316 -1.4278 -1.8838
```

Its frontier orbital gap is 9.403 eV. As for the charge: 0. The highest occupied orbital energy is -9.1 eV. The spin multiplicity is 1. For the total energy, the calculation gives -614.6350 Ha. For the energy above the lowest of the compared OMol25 structures with the same formula, charge and spin, the calculation gives 1.999 eV. As for the SMILES: COc1cc(C(N)=O)ccc1F. Its largest force on an atom is 6.70 eV/A.

natural (NBO) population analysis, charges in e, atoms 1 to 5: -0.2880, -0.4820, 0.2407, -0.3136, -0.1066

4.
Below is a single C4H9NO2 molecule, with properties calculated with ωB97M-V with the def2-TZVPD basis set.

```
16
Properties=species:S:1:pos:R:3
C -0.5114 -1.3925 1.1294
C 0.2323 -0.2390 0.4634
C 0.7609 -0.6605 -0.9152
O 1.8760 0.0723 -1.3315
N -0.6680 0.9203 0.4201
C -0.6492 1.9749 -0.4224
O 0.1011 2.1518 -1.3660
H -0.9760 -1.0930 2.0766
H 0.1906 -2.2015 1.3475
H -1.2918 -1.7878 0.4696
H 1.1138 0.0225 1.0616
H 1.0894 -1.7011 -0.8245
H -0.0615 -0.6361 -1.6492
H 1.5391 0.9694 -1.5047
H -1.3094 1.0075 1.1923
H -1.4398 2.7100 -0.1833
```

Its frontier orbital gap is 10.690 eV. As for the charge: 0. The highest occupied orbital energy is -10.0 eV. The spin multiplicity is 1. For the total energy, the calculation gives -363.0558 Ha. For the energy above the lowest of the compared OMol25 structures with the same formula, charge and spin, the calculation gives 0.808 eV. As for the SMILES: C[C@@H](CO)NC=O. Its largest force on an atom is 0.37 eV/A.

natural (NBO) population analysis, charges in e, atoms 1 to 5: -0.6111, -0.0830, -0.0660, -0.7301, -0.6057

5.
Below is a molecular structure, C9H13AlNO, with properties calculated with ωB97M-V with the def2-TZVPD basis set.

```
25
Properties=species:S:1:pos:R:3
C -1.0868 1.0025 -2.0338
C 0.2438 1.0502 -2.4947
C 1.0456 1.7588 -1.5393
C 0.1359 2.3025 -0.5381
C -1.1668 1.6868 -0.7703
Al 0.3519 0.4532 0.1444
N -1.2229 -1.1908 0.3375
C -0.8398 -2.4076 -0.1485
C 0.5646 -1.6594 -0.4906
H 2.0724 2.1033 -1.6743
H 0.6011 0.6778 -3.4578
H 0.3313 3.1402 0.1257
H -2.0790 2.0101 -0.2666
H -1.9461 0.6087 -2.5818
H 0.7723 -1.6782 -1.5651
H -1.3317 -2.8042 -1.0536
H -2.2401 -1.0448 0.3687
H 1.3652 -2.0861 0.1254
H -0.7244 -3.1801 0.6263
C 0.9755 -0.5701 2.9050
C 0.6381 0.6813 2.1672
O 0.3830 1.7895 2.6203
H 1.8837 -1.0076 2.4624
H 0.1377 -1.2663 2.7590
H 1.1354 -0.3695 3.9727
```

Its frontier orbital gap is 5.103 eV. As for the charge: -1. The highest occupied orbital energy is -1.8 eV. The spin multiplicity is 1. For the total energy, the calculation gives -723.0684 Ha. For the energy above the lowest of the compared OMol25 structures with the same formula, charge and spin, the calculation gives 0.000 eV. Its largest force on an atom is 6.81 eV/A.

natural (NBO) population analysis, charges in e, atoms 1 to 5: -0.2347, -0.2678, -0.4212, -0.4940, -0.4018

6.
Below is a molecular structure, C26H54BaCl3N5O4PSi, with properties calculated with ωB97M-V with the def2-TZVPD basis set.

```
95
Properties=species:S:1:pos:R:3
C 0.3332 -1.2252 -5.2472
C 1.6404 -1.9260 -5.0269
H 0.4806 -0.1465 -5.4155
H -0.3260 -1.3661 -4.3808
H -0.1668 -1.6261 -6.1463
C 2.6077 -1.9133 -5.9607
C 2.5357 -1.2510 -7.2956
H 3.5232 -2.4736 -5.8121
H 2.4391 -0.1599 -7.2485
H 1.7244 -1.6420 -7.9234
H 3.4720 -1.4687 -7.8221
Ba -1.4368 -0.2194 0.5413
Cl -3.4090 -1.8673 2.0450
Cl -0.6454 -2.9161 -0.2416
C -0.1920 -2.2323 2.8850
O 0.0307 -1.0092 2.7507
N 0.6905 -3.1392 3.3112
C 2.0383 -2.7236 3.6807
C 0.4709 -4.5667 3.1145
H -1.1749 -2.6417 2.6062
H 1.9950 -1.7972 4.2683
H 2.6719 -2.5661 2.7910
H 2.4782 -3.5289 4.2753
H -0.5958 -4.7745 3.2216
H 1.0492 -5.1172 3.8603
H 0.7842 -4.8864 2.1124
H -1.2579 5.3739 -2.2584
H 0.9400 2.4628 -2.2491
C -0.2360 5.4635 -1.8714
C 1.2759 3.4624 -1.9454
N 0.1980 4.1932 -1.2991
H -0.2190 6.2495 -1.1082
C -0.4844 3.6161 -0.3014
O -0.4367 2.3937 -0.0137
H 2.1443 3.3375 -1.2788
H -1.1459 4.3125 0.2432
H 0.4489 5.7159 -2.6779
H 1.5685 4.0216 -2.8308
O 1.4401 -2.0254 -2.5749
C 1.7275 -2.7647 -3.7470
C 4.2838 -3.1474 -3.7496
C 2.9831 -3.6329 -3.6106
H 4.4362 -2.1077 -4.0543
C 5.3851 -3.9997 -3.5239
H 0.8679 -3.4517 -3.8264
C 2.7721 -4.9815 -3.2898
H 6.3870 -3.5876 -3.6153
C 5.1644 -5.3462 -3.2063
C 3.8619 -5.8292 -3.0778
H 1.7473 -5.3472 -3.2055
H 6.0252 -5.9995 -3.0573
H 3.6899 -6.8792 -2.8170
Si 2.5798 -1.0145 -1.5978
Cl 2.1797 0.5242 -2.9836
C 4.4480 -0.5978 -1.6383
C 2.9104 -2.6637 -0.4913
C 1.7651 -0.1852 -0.0885
H 5.0964 -1.4614 -1.8106
H 4.6799 -0.1719 -0.6520
H 4.6736 0.1694 -2.3946
H 1.6451 0.8988 -0.1917
H 2.2126 -0.4283 0.8796
H 0.8055 -0.7161 -0.1441
H 3.7409 -3.2625 -0.8893
H 2.0097 -3.2985 -0.4769
H 3.1419 -2.4319 0.5588
C -2.6462 4.9467 3.0540
N -3.7221 4.0232 2.6921
C -4.2206 4.2630 1.3333
P -3.5820 2.4037 3.1323
O -2.6611 1.5288 2.3443
N -3.0759 2.5540 4.7130
C -2.3011 1.4751 5.3271
C -3.8474 3.3364 5.6816
N -5.1848 1.9482 2.9896
C -5.5791 0.5479 2.9729
C -6.2719 2.8141 3.4355
H -1.8268 4.9243 2.3173
H -2.2543 4.6916 4.0429
H -3.0621 5.9638 3.0775
H -3.4167 4.1579 0.5821
H -5.0315 3.5638 1.0926
H -4.6056 5.2923 1.2826
H -1.6996 1.9111 6.1353
H -2.9582 0.7053 5.7618
H -1.6413 1.0085 4.5894
H -4.1483 4.3078 5.2737
H -4.7382 2.7958 6.0398
H -3.1954 3.5178 6.5487
H -5.8098 0.1872 3.9899
H -6.4869 0.4602 2.3566
H -4.7875 -0.0905 2.5431
H -6.5635 2.6027 4.4754
H -6.0116 3.8706 3.3400
H -7.1447 2.6098 2.8001
```

Its frontier orbital gap is 5.922 eV. As for the charge: -1. The highest occupied orbital energy is -4.1 eV. The spin multiplicity is 1. For the total energy, the calculation gives -3635.0600 Ha. For the energy above the lowest of the compared OMol25 structures with the same formula, charge and spin, the calculation gives 3.046 eV. Its largest force on an atom is 4.09 eV/A.

Löwdin population analysis, charges in e, atoms 1 to 5: -0.0783, -0.2637, 0.0659, 0.0804, 0.0790

7.
Below is a molecular structure, C15H18F5GeNOPdSe, with properties calculated with ωB97M-V with the def2-TZVPD basis set.

```
43
Properties=species:S:1:pos:R:3
Pd 0.4402 0.4145 0.3241
C 2.7820 3.8273 -1.9119
Ge 2.8078 2.6580 -0.3011
C 3.9195 1.1037 -0.8034
C 3.8719 3.7046 1.0070
C 1.1554 2.1503 0.5313
H 3.8034 4.0227 -2.2538
H 2.3000 4.7816 -1.6876
H 2.2266 3.3463 -2.7177
H 4.3163 1.2118 -1.8159
H 3.3007 0.2070 -0.7594
H 4.7569 0.9849 -0.1114
H 4.8155 4.0430 0.5691
H 4.0870 3.0893 1.8821
H 3.3082 4.5797 1.3374
H 0.4980 3.0082 0.7234
F -1.8559 0.4164 -1.5179
C -0.5036 0.0971 -1.4768
F -0.4814 -1.2534 -1.8950
C 0.0660 0.8236 -2.7038
F -0.0991 2.1505 -2.6230
F 1.3799 0.5827 -2.8659
F -0.5268 0.4422 -3.8690
Se -2.3486 1.6337 3.2842
C -4.0139 1.2609 3.9176
N -5.0823 0.9980 4.3020
C 0.2436 -4.2923 0.1901
C -0.2708 -2.9005 0.4938
O 0.5280 -1.9910 0.5807
C -1.7360 -2.7103 0.6790
C -2.2047 -1.4921 1.1586
C -3.5629 -1.2861 1.3456
C -4.4593 -2.3000 1.0444
C -4.0018 -3.5225 0.5612
C -2.6443 -3.7292 0.3852
H 1.3297 -4.2566 0.1665
H -0.1274 -4.6234 -0.7820
H -0.0947 -5.0092 0.9401
H -1.5058 -0.6982 1.3989
H -3.8982 -0.3370 1.7428
H -5.5200 -2.1388 1.1950
H -4.7037 -4.3141 0.3251
H -2.2951 -4.6833 0.0101
```

Its frontier orbital gap is 5.332 eV. As for the charge: -2. The highest occupied orbital energy is -0.7 eV. The spin multiplicity is 1. For the total energy, the calculation gives -5817.9000 Ha. For the energy above the lowest of the compared OMol25 structures with the same formula, charge and spin, the calculation gives 1.274 eV. Its largest force on an atom is 0.51 eV/A.

natural (NBO) population analysis, charges in e, atoms 1 to 5: 0.3745, -1.1012, 1.5601, -1.0960, -1.0856

8.
Below is a molecular structure, C29H28CdN8OS, with properties calculated with ωB97M-V with the def2-TZVPD basis set.

```
68
Properties=species:S:1:pos:R:3
Cd -0.6205 0.2506 -0.3321
C -1.1793 5.4053 1.2934
C -0.0611 4.7728 0.7688
C 0.1412 3.4277 0.9822
C -0.7625 2.6771 1.7463
C -1.8805 3.3281 2.2860
C -2.0825 4.6745 2.0480
N -0.5887 1.3165 1.7957
C -0.8095 0.5450 2.8326
C -0.9811 0.9994 4.1804
C -1.2508 0.1340 5.1948
C -1.3673 -1.2566 4.9674
C -1.1608 -1.7493 3.7174
C -0.8711 -0.8899 2.6261
N -0.7486 -1.3401 1.3772
N -1.0159 -2.5961 1.1422
C -0.9618 -2.9897 -0.1536
C -1.5880 -4.2118 -0.4732
C -1.6010 -4.6401 -1.7763
C -0.9611 -3.8681 -2.7450
C -0.3536 -2.6932 -2.3439
N -0.3459 -2.2515 -1.0967
H -1.3423 6.4599 1.1194
H 0.6523 5.3372 0.1866
H 0.9980 2.9210 0.5647
H -2.6118 2.7601 2.8480
H -2.9605 5.1605 2.4537
H -0.8745 2.0571 4.3772
H -1.3897 0.5060 6.2004
H -1.6232 -1.9173 5.7834
H -1.2350 -2.8040 3.4941
H -2.0698 -4.7682 0.3137
H -2.1038 -5.5558 -2.0557
H -0.9356 -4.1761 -3.7782
H 0.1616 -2.0639 -3.0634
C 2.9379 -1.9714 3.0024
N 2.7921 -2.0983 1.5826
C 2.8307 -3.2497 0.8404
C 2.7006 -2.9143 -0.4580
N 2.5527 -1.5406 -0.5242
C 2.5987 -1.0334 0.7561
S 2.6065 0.5426 1.2272
C 2.4445 -0.7918 -1.6938
C 3.2253 -1.1293 -2.8011
C 3.0979 -0.3633 -3.9445
C 2.2231 0.7156 -3.9392
C 1.5031 0.9782 -2.7851
N 1.6042 0.2376 -1.6893
H 3.4664 -2.8356 3.3997
H 1.9614 -1.8841 3.4838
H 3.5049 -1.0601 3.1989
H 2.9462 -4.2114 1.2964
H 2.6523 -3.5381 -1.3265
H 3.9198 -1.9552 -2.7480
H 3.6751 -0.6019 -4.8259
H 2.0979 1.3354 -4.8132
H 0.8108 1.8066 -2.7243
N -2.7257 3.9981 -2.1156
C -2.1423 2.9005 -1.5829
O -0.9468 2.6994 -1.7032
C -3.0910 1.9572 -0.8823
C -2.6630 0.5056 -1.0907
H -2.1620 4.7183 -2.5375
H -3.7067 4.1786 -1.9856
H -4.1116 2.1462 -1.2469
H -3.0610 2.2017 0.1865
H -2.7684 0.2696 -2.1553
H -3.3437 -0.1481 -0.5356
```

Its frontier orbital gap is 5.792 eV. As for the charge: 0. The highest occupied orbital energy is -6.4 eV. The spin multiplicity is 1. For the total energy, the calculation gives -2201.1108 Ha. For the energy above the lowest of the compared OMol25 structures with the same formula, charge and spin, the calculation gives 1.047 eV. Its largest force on an atom is 2.14 eV/A.

natural (NBO) population analysis, charges in e, atoms 1 to 5: 1.5874, -0.2530, -0.1885, -0.2258, 0.1286